Entry 1:
14
Properties=species:S:1:pos:R:3 method="wB97M-V/def2-TZVPD" charge=+1 gap_ev=9.26 e_above_lowest_ev=2.658 e_lumo_ev=-3.698
C -0.805 0.092 0.873
N -0.038 1.354 1.106
O 1.954 -0.329 -0.856
O 0.256 -2.382 -1.633
O -0.051 -0.050 -2.619
Si 0.552 -0.871 -1.380
H -1.832 0.144 0.655
H -0.645 -0.625 1.605
H 0.833 1.103 0.665
H -0.559 2.158 0.633
H 0.302 1.389 2.125
H 2.702 -0.948 -0.559
H -0.495 -2.807 -2.179
H -0.728 0.574 -2.431


Entry 2:
60
Properties=species:S:1:pos:R:3 method="wB97M-V/def2-TZVPD" charge=0 gap_ev=9.56 smiles="CCCc1cc(C(=O)N2CCC[C@H](C(=O)c3cc(C)c(OC)c(C)c3)C2)n(C)n1" e_above_lowest_ev=2.548 e_lumo_ev=0.688
C -6.587 -0.601 0.591
C -6.745 0.910 0.701
C -6.030 1.653 -0.435
C -4.556 1.440 -0.383
C -3.785 0.548 -1.142
C -2.488 0.709 -0.678
C -1.195 0.145 -1.112
O -0.253 0.873 -1.390
N -1.120 -1.206 -1.237
C -2.054 -2.148 -0.662
C -1.518 -2.672 0.672
C -0.118 -3.257 0.499
C 0.830 -2.283 -0.211
C 1.167 -1.041 0.599
O 0.393 -0.528 1.377
C 2.489 -0.436 0.304
C 2.546 0.931 0.059
C 3.747 1.557 -0.232
C 3.776 3.021 -0.548
C 4.919 0.796 -0.231
O 6.133 1.399 -0.525
C 6.780 1.958 0.598
C 4.883 -0.578 0.024
C 6.145 -1.388 0.021
C 3.662 -1.183 0.276
C 0.169 -1.789 -1.517
N -2.548 1.658 0.284
C -1.458 2.179 1.058
N -3.784 2.089 0.478
H -7.121 -1.101 1.396
H -6.983 -0.959 -0.358
H -5.537 -0.879 0.651
H -6.335 1.252 1.653
H -7.807 1.167 0.677
H -6.410 1.304 -1.398
H -6.235 2.721 -0.342
H -4.121 -0.093 -1.933
H -2.176 -2.975 -1.371
H -3.020 -1.668 -0.515
H -1.479 -1.849 1.385
H -2.194 -3.435 1.061
H -0.177 -4.172 -0.098
H 0.293 -3.519 1.476
H 1.756 -2.796 -0.479
H 1.627 1.497 0.047
H 3.754 3.609 0.370
H 4.676 3.272 -1.103
H 2.903 3.290 -1.138
H 7.699 2.407 0.227
H 7.023 1.191 1.341
H 6.164 2.727 1.076
H 6.512 -1.522 1.040
H 6.913 -0.885 -0.560
H 5.965 -2.374 -0.402
H 3.642 -2.242 0.492
H 0.033 -2.636 -2.196
H 0.791 -1.031 -1.998
H -0.829 2.818 0.436
H -1.880 2.762 1.874
H -0.849 1.364 1.452


Entry 3:
23
Properties=species:S:1:pos:R:3 method="wB97M-V/def2-TZVPD" charge=0 gap_ev=8.65 e_above_lowest_ev=7.410 e_lumo_ev=0.855
C -1.062 -0.361 0.233
C -0.539 -1.798 0.163
C -2.469 -0.301 -0.383
C -0.205 0.716 -0.426
C -0.583 2.026 -0.479
H -1.139 -0.074 1.286
H 0.385 -1.938 0.721
H -3.128 -1.004 0.129
H -0.415 -2.117 -0.874
H -1.276 -2.463 0.615
H -2.440 -0.574 -1.440
H -2.884 0.701 -0.297
H -0.090 2.621 -1.260
N 1.166 0.395 -1.105
N 2.068 -0.659 -0.931
C 1.099 1.455 0.534
C 1.423 0.839 1.697
H 1.406 1.055 -1.836
H 1.612 -1.547 -1.082
H 2.414 -0.613 0.035
H 1.530 2.430 0.334
H 1.111 -0.164 1.944
H 2.018 1.374 2.422


Entry 4:
17
Properties=species:S:1:pos:R:3 method="wB97M-V/def2-TZVPD" charge=0 gap_ev="7.52 / 8.23" e_above_lowest_ev=5.656 e_lumo_ev="0.976 / 1.102"
C 1.283 0.962 -0.410
C 1.986 -1.024 0.959
C 0.952 -0.207 0.435
N -2.310 1.064 0.069
N -1.559 -0.839 -0.802
N -2.307 -0.267 0.222
H 0.264 1.110 -0.965
H 1.410 1.791 0.279
H 2.125 0.872 -1.028
H 2.987 -0.554 0.880
H 2.119 -2.049 0.438
H 1.785 -1.201 2.096
H -0.084 -0.380 0.795
H -1.797 1.389 -0.853
H -3.176 1.511 0.321
H -1.840 -1.826 -0.816
H -1.838 -0.353 -1.621


Entry 5:
70
Properties=species:S:1:pos:R:3 method="wB97M-V/def2-TZVPD" charge=-1 gap_ev=7.18 e_above_lowest_ev=4.009 e_lumo_ev=2.262
C 2.493 1.838 2.813
C 2.948 0.308 2.442
C 3.768 0.144 1.033
S 2.951 -1.369 0.275
O 5.230 0.147 1.227
B 5.885 0.739 0.040
C 7.039 1.901 0.230
I 6.349 3.947 -0.177
C 7.776 1.901 1.700
C 6.828 2.429 2.936
I 8.596 -0.123 2.159
O 4.824 0.932 -0.992
C 3.648 1.281 -0.140
P 2.010 1.518 -1.095
S 2.498 2.445 -2.778
H 1.505 1.740 3.476
H 3.273 2.392 3.524
H 2.199 2.510 1.902
H 2.016 -0.425 2.551
H 3.699 -0.035 3.304
H 3.329 -2.539 0.993
H 6.517 -0.180 -0.383
H 7.882 1.666 -0.571
H 8.685 2.664 1.622
H 7.250 1.916 3.921
H 5.693 2.164 2.833
H 6.908 3.604 2.964
H 3.800 2.313 0.392
H 1.348 0.289 -1.471
H 1.140 2.445 -0.384
C -1.198 -1.526 0.132
C -1.157 -2.992 0.535
C -0.674 -3.915 -0.586
C -1.555 -3.944 -1.840
C -3.014 -4.339 -1.608
C -3.175 -5.751 -1.065
H -1.905 -1.351 -0.684
H -1.513 -0.911 0.981
H -0.209 -1.182 -0.186
H -2.145 -3.303 0.890
H -0.477 -3.099 1.389
H -0.577 -4.932 -0.186
H 0.339 -3.613 -0.883
H -1.107 -4.642 -2.560
H -1.531 -2.959 -2.324
H -3.549 -4.271 -2.563
H -3.502 -3.628 -0.932
H -2.732 -6.484 -1.748
H -4.237 -5.993 -0.954
H -2.704 -5.864 -0.085
C -2.771 1.457 -1.761
C -3.737 2.583 -1.425
C -4.509 2.351 -0.124
C -5.423 1.119 -0.112
C -6.485 1.081 -1.212
C -7.482 2.227 -1.124
H -3.295 0.511 -1.924
H -2.221 1.695 -2.677
H -2.043 1.316 -0.956
H -4.429 2.736 -2.260
H -3.165 3.514 -1.327
H -5.102 3.246 0.096
H -3.792 2.256 0.702
H -5.920 1.069 0.865
H -4.811 0.212 -0.184
H -7.035 0.136 -1.131
H -6.015 1.079 -2.201
H -7.997 2.222 -0.158
H -8.239 2.129 -1.910
H -6.995 3.197 -1.252


Entry 6:
18
Properties=species:S:1:pos:R:3 method="wB97M-V/def2-TZVPD" charge=0 gap_ev=10.14 smiles="C=CCC/C=C/P" e_above_lowest_ev=1.969 e_lumo_ev=1.081
C 1.533 -0.479 1.236
C 1.592 0.684 0.611
C 1.195 1.057 -0.799
C -0.317 1.272 -0.960
C -1.109 0.106 -0.570
C -0.865 -1.149 -0.242
P -1.822 -2.262 0.801
H 1.742 -0.566 2.267
H 1.310 -1.390 0.754
H 1.710 1.495 1.255
H 1.842 1.962 -0.992
H 1.676 0.393 -1.692
H -0.593 2.119 -0.316
H -0.531 1.522 -1.996
H -2.142 0.501 -0.080
H -0.023 -1.651 -0.753
H -2.829 -2.322 -0.146
H -2.372 -1.292 1.621


Entry 7:
13
Properties=species:S:1:pos:R:3 method="wB97M-V/def2-TZVPD" charge=+1 gap_ev="6.67 / 6.67" e_above_lowest_ev=5.534 e_lumo_ev="-6.278 / -6.279"
C -0.661 0.248 -0.195
C 0.400 -0.793 0.212
C 1.801 -0.310 0.604
N -0.274 1.507 -0.214
N -1.916 -0.271 -0.416
O 0.839 1.879 0.142
Cl 3.157 -0.401 -0.291
H 0.087 -1.425 0.993
H 0.626 -1.619 -0.631
H 1.776 -0.100 1.744
H -0.980 2.022 -0.712
H -2.149 -1.032 -0.998
H -2.706 0.293 -0.239


Entry 8:
7
Properties=species:S:1:pos:R:3 method="wB97M-V/def2-TZVPD" charge=0 gap_ev=7.71 e_above_lowest_ev=3.169 e_lumo_ev=-0.320
C 0.873 -0.829 -0.309
N -1.742 1.024 1.105
I -1.166 2.804 0.134
I -1.343 -0.604 0.166
H 1.069 -1.528 -1.031
H 1.033 0.194 -0.685
H 1.277 -1.061 0.620


Entry 9:
18
Properties=species:S:1:pos:R:3 method="wB97M-V/def2-TZVPD" charge=0 gap_ev=7.61 smiles="CC(=O)N(C)C(N)=C=N" e_above_lowest_ev=3.075 e_lumo_ev=0.508
C -1.698 0.500 -1.414
C -1.295 0.473 0.043
O -2.008 0.869 0.937
N 0.201 0.521 0.270
C 0.849 1.738 0.730
C 0.732 -0.685 0.247
N 2.036 -0.964 0.258
C -0.340 -1.668 0.109
N -0.140 -2.839 0.568
H -2.655 -0.007 -1.518
H -1.834 1.546 -1.713
H -0.965 0.022 -2.058
H 1.611 1.509 1.478
H 1.307 2.281 -0.101
H 0.089 2.364 1.194
H 2.279 -1.933 0.408
H 2.769 -0.279 0.178
H -0.939 -3.449 0.385


Entry 10:
7
Properties=species:S:1:pos:R:3 method="wB97M-V/def2-TZVPD" charge=-1 gap_ev="7.00 / 7.00" e_above_lowest_ev=5.211 e_lumo_ev="4.047 / 4.047"
N -0.023 -1.107 -0.940
N -0.680 -0.982 0.029
O -1.585 -1.419 0.653
O -0.881 1.786 0.717
O 1.575 0.817 -0.492
S 0.241 0.854 0.988
H 1.353 0.051 -0.955


Entry 11:
93
Properties=species:S:1:pos:R:3 method="wB97M-V/def2-TZVPD" charge=0 gap_ev=9.04 e_above_lowest_ev=0.756 e_lumo_ev=0.341
Ca -1.130 0.260 0.095
C -1.401 -1.327 3.122
C -0.953 -0.118 3.939
C 0.166 0.760 3.428
C 1.222 1.053 4.291
C 2.237 1.900 3.885
C 2.178 2.447 2.615
C 1.108 2.094 1.812
N 0.128 1.277 2.196
N -2.301 -1.130 1.965
C -3.657 -0.742 2.336
C -3.869 0.724 2.626
C -5.082 1.129 3.184
C -5.284 2.472 3.437
C -4.266 3.368 3.139
C -3.100 2.870 2.589
N -2.904 1.580 2.326
C -2.354 -2.424 1.264
C -3.109 -2.374 -0.040
C -4.028 -3.361 -0.375
C -4.646 -3.309 -1.615
C -4.333 -2.271 -2.477
C -3.410 -1.325 -2.060
N -2.815 -1.376 -0.873
H -1.911 -2.010 3.822
H -0.515 -1.849 2.751
H -0.596 -0.538 4.882
H -1.799 0.517 4.206
H 1.238 0.598 5.272
H 3.065 2.118 4.547
H 2.946 3.103 2.231
H 1.048 2.466 0.794
H -4.003 -1.333 3.200
H -4.322 -0.999 1.507
H -5.843 0.394 3.412
H -6.217 2.816 3.865
H -4.372 4.427 3.327
H -2.279 3.533 2.340
H -2.798 -3.198 1.909
H -1.320 -2.722 1.062
H -4.244 -4.152 0.330
H -5.363 -4.066 -1.902
H -4.786 -2.183 -3.454
H -3.129 -0.499 -2.703
F -3.885 5.121 -2.066
C -3.651 4.267 -1.084
F -2.834 4.825 -0.201
F -4.797 3.969 -0.480
S -2.950 2.696 -1.754
O -2.850 1.813 -0.605
O -3.808 2.286 -2.814
N -1.522 3.211 -2.189
S -0.421 2.188 -2.608
O 0.116 1.456 -1.460
O -0.700 1.382 -3.754
C 0.938 3.340 -3.088
F 1.982 2.597 -3.452
F 0.558 4.087 -4.111
F 1.296 4.120 -2.079
N 8.349 -1.095 -4.697
C 7.271 -1.300 -4.358
C 5.923 -1.551 -3.933
C 5.419 -2.848 -3.955
C 4.117 -3.087 -3.553
C 3.326 -2.032 -3.113
C 3.832 -0.736 -3.080
C 5.126 -0.494 -3.499
N 2.005 -2.280 -2.690
C 1.536 -3.414 -2.060
C 0.215 -3.190 -1.839
N -0.158 -1.969 -2.344
C 0.927 -1.460 -2.859
H 6.042 -3.662 -4.298
H 3.708 -4.087 -3.594
H 3.223 0.072 -2.702
H 5.529 0.509 -3.472
H 2.196 -4.211 -1.769
H -0.477 -3.823 -1.309
H 1.008 -0.507 -3.356
O 1.477 -2.473 1.906
C 1.543 -1.536 1.109
O 0.580 -1.091 0.405
C 2.857 -0.794 0.932
C 3.047 0.068 -0.142
C 4.235 0.772 -0.275
C 5.237 0.626 0.676
C 5.051 -0.234 1.749
C 3.870 -0.949 1.872
H 2.240 0.186 -0.854
H 4.379 1.441 -1.116
H 6.163 1.179 0.577
H 5.835 -0.352 2.488
H 3.702 -1.633 2.694


Entry 12:
80
Properties=species:S:1:pos:R:3 method="wB97M-V/def2-TZVPD" charge=+1 gap_ev=6.89 e_above_lowest_ev=3.749 e_lumo_ev=-3.217
Sn 0.701 -0.833 -0.149
N 2.031 -1.524 -2.732
C 3.207 -0.687 -2.944
C 3.990 -0.531 -1.647
N 3.191 0.198 -0.666
H 2.348 -2.482 -2.583
H 1.479 -1.529 -3.588
H 2.868 0.298 -3.272
H 3.871 -1.098 -3.715
H 4.936 -0.021 -1.868
H 4.218 -1.515 -1.233
H 3.001 1.122 -1.046
H 3.744 0.338 0.175
C 2.001 2.900 4.583
Si 2.052 1.450 3.339
C 3.856 1.333 2.691
C 1.643 -0.183 4.243
As 0.582 1.562 1.398
Si -1.607 2.029 2.410
C -1.612 3.663 3.411
C -2.866 2.176 0.988
C -2.049 0.573 3.555
Si 1.184 3.736 0.425
C 1.666 5.104 1.677
C -0.300 4.240 -0.670
C 2.715 3.606 -0.730
H 2.617 2.662 5.447
H 0.996 3.095 4.941
H 2.389 3.817 4.152
H 4.567 1.459 3.502
H 4.067 2.104 1.954
H 4.051 0.359 2.249
H 2.384 -0.415 5.002
H 1.609 -1.020 3.546
H 0.679 -0.130 4.737
H -1.174 4.486 2.857
H -1.076 3.569 4.350
H -2.633 3.940 3.651
H -2.829 3.147 0.505
H -3.878 2.034 1.356
H -2.684 1.418 0.232
H -1.549 0.637 4.517
H -1.794 -0.378 3.095
H -3.117 0.559 3.748
H 1.027 5.124 2.553
H 1.609 6.080 1.202
H 2.691 4.971 2.010
H -1.064 4.758 -0.099
H -0.757 3.358 -1.116
H 0.003 4.900 -1.477
H 3.556 3.110 -0.254
H 3.052 4.602 -1.000
H 2.482 3.093 -1.659
I -6.060 -5.740 -3.492
C -4.480 -4.634 -2.603
C -3.113 -5.029 -3.094
C -1.731 -3.369 -2.020
C -2.624 -2.512 -1.168
C -3.949 -2.675 -1.084
C -4.792 -3.639 -1.760
C -1.834 -1.445 -0.515
O -1.477 -1.549 0.675
O -1.364 -0.529 -1.256
H -3.120 -6.031 -3.525
H 0.123 -2.605 -2.365
H -4.492 -1.968 -0.468
H -5.842 -3.492 -1.540
N -1.435 -1.850 -3.983
C -2.010 -3.003 -3.468
C -2.733 -3.948 -4.070
C -2.095 -4.864 -1.963
C -0.745 -5.498 -2.138
C 0.202 -4.583 -1.972
N -0.293 -3.280 -1.723
H -1.853 -1.556 -4.856
H -1.414 -1.094 -3.304
H -3.088 -3.926 -5.085
H -2.530 -5.166 -1.005
H -0.597 -6.550 -2.292
H 1.270 -4.730 -1.976


Entry 13:
15
Properties=species:S:1:pos:R:3 method="wB97M-V/def2-TZVPD" charge=0 gap_ev=9.52 e_above_lowest_ev=8.140 e_lumo_ev=0.309
C 1.528 -1.035 1.666
C 0.330 -0.232 -0.267
C -2.044 1.220 -2.083
H 2.069 -0.311 2.656
H 2.223 -1.220 0.691
H 0.827 -1.948 2.021
H -0.505 0.949 2.102
H 0.987 -0.730 -2.023
H -2.606 1.501 -1.060
H -2.194 1.712 -3.162
N 0.581 -0.021 1.142
N 1.294 -0.701 -0.970
N -0.970 0.439 -2.070
O -0.687 -0.012 1.932
O -0.832 0.389 -0.575


Entry 14:
16
Properties=species:S:1:pos:R:3 method="wB97M-V/def2-TZVPD" charge=0 gap_ev=10.99 smiles=C[C@@H](O)CCO e_above_lowest_ev=0.654 e_lumo_ev=0.983
C 0.772 -1.183 1.566
C -0.098 -0.717 0.403
O -1.357 -0.209 0.839
C 0.612 0.321 -0.458
C -0.258 0.875 -1.585
O -1.185 1.863 -1.164
H 0.243 -1.911 2.188
H 1.685 -1.655 1.183
H 1.071 -0.339 2.201
H -0.342 -1.588 -0.221
H -1.203 0.706 1.114
H 1.518 -0.121 -0.892
H 0.939 1.155 0.180
H -0.775 0.041 -2.079
H 0.389 1.346 -2.332
H -2.011 1.416 -0.943


Entry 15:
10
Properties=species:S:1:pos:R:3 method="wB97M-V/def2-TZVPD" charge=0 gap_ev=9.11 smiles="N/N=C/SC=O" e_above_lowest_ev=4.156 e_lumo_ev=0.433
N -2.300 -0.685 -0.204
N -1.509 0.430 -0.027
C -0.208 0.076 -0.088
S 0.778 1.387 0.609
C 2.264 0.802 0.041
O 2.537 -0.164 -0.700
H -3.084 -0.514 0.330
H -2.012 -1.707 -0.191
H 0.374 -1.120 -0.221
H 3.161 1.496 0.450


no.,strongest force on any atom (eV/A)
1,4.0
2,0.8
3,3.1
4,4.2
5,4.0
6,5.4
7,6.1
8,3.8
9,0.5
10,6.1
11,0.9
12,1.6
13,5.8
14,0.4
15,6.5